{"formula": "C13H29NO4Si", "method": "ωB97M-V/def2-TZVPD", "e_tot_ev": -31508.9179, "max_force_ev_per_a": 2.62, "e_lumo_ev": 0.5, "e_above_lowest_kcal_mol": 0.0, "homo_lumo_gap_ha": 0.325, "e_homo_ev": -8.29, "smiles": "C[Si](C)(C)CCCCN1C[C@H](O)[C@@H](O)[C@H](O)[C@H]1CO", "total_charge": 0, "spin_multiplicity": 1, "symbols": ["C", "Si", "C", "C", "C", "C", "C", "C", "N", "C", "C", "O", "C", "O", "C", "O", "C", "C", "O", "H", "H", "H", "H", "H", "H", "H", "H", "H", "H", "H", "H", "H", "H", "H", "H", "H", "H", "H", "H", "H", "H", "H", "H", "H", "H", "H", "H", "H"], "xyz": [[2.999, 0.339, 1.442], [2.471, 1.748, 0.319], [0.958, 2.627, 0.980], [3.953, 2.903, 0.273], [2.085, 1.080, -1.405], [1.016, -0.031, -1.577], [1.366, -1.467, -1.137], [0.178, -2.404, -1.158], [-1.017, -2.035, -0.298], [-0.976, -2.133, 1.230], [-1.138, -0.717, 1.791], [-1.155, -0.717, 3.217], [-2.384, 0.019, 1.281], [-2.448, 1.360, 1.751], [-2.495, 0.008, -0.246], [-3.838, 0.440, -0.519], [-2.181, -1.360, -0.902], [-2.208, -1.318, -2.446], [-3.484, -1.012, -2.938], [2.200, -0.301, 1.807], [3.743, -0.223, 0.862], [3.509, 0.727, 2.351], [0.109, 2.076, 0.668], [0.793, 3.653, 0.653], [0.953, 2.642, 2.038], [4.895, 2.365, 0.101], [4.035, 3.465, 1.185], [3.796, 3.637, -0.516], [1.819, 1.943, -2.044], [3.053, 0.734, -1.755], [0.126, 0.292, -1.043], [0.639, -0.101, -2.611], [2.189, -1.853, -1.759], [1.675, -1.342, -0.071], [-0.159, -2.558, -2.181], [0.477, -3.395, -0.790], [0.012, -2.533, 1.528], [-1.722, -2.821, 1.655], [-0.273, -0.059, 1.534], [-1.892, -1.292, 3.524], [-3.274, -0.467, 1.683], [-2.186, 1.394, 2.711], [-1.828, 0.760, -0.665], [-3.949, 1.315, -0.098], [-3.020, -1.969, -0.555], [-1.480, -0.590, -2.850], [-2.017, -2.314, -2.810], [-3.927, -0.514, -2.211]], "atomic_forces_ev_per_a": [[0.41, 0.43, 0.48], [-0.05, 0.06, 0.22], [0.72, 0.47, -0.65], [-0.21, -0.33, -0.70], [-0.07, -0.19, -0.14], [-0.37, 0.00, -0.50], [0.21, 1.54, 1.23], [-1.16, -0.40, 1.33], [0.99, 0.15, 0.03], [0.76, 0.83, -2.37], [0.22, 0.70, 0.21], [-0.61, -0.48, 0.45], [0.54, -0.79, 0.16], [0.62, 0.28, 0.77], [0.15, 0.83, 0.45], [-0.08, 0.09, -0.32], [-0.42, -0.41, 1.36], [0.15, 0.14, 0.55], [-0.98, 0.77, 1.03], [-0.04, -0.23, -0.17], [-0.18, -0.22, 0.27], [-0.22, -0.10, -0.54], [-1.12, -0.62, -0.27], [0.24, 0.04, -0.20], [0.02, -0.02, 1.26], [-0.20, 0.17, -0.04], [0.05, 0.16, 0.60], [0.20, 0.06, -0.19], [0.08, -0.28, 0.20], [0.26, -0.17, -0.40], [-0.11, -0.09, 0.33], [0.47, 0.27, 0.00], [-0.18, -0.03, 0.39], [0.26, -0.57, -0.75], [-0.12, 0.05, 0.07], [0.17, 0.15, -0.17], [-0.42, 0.24, -0.23], [-0.22, 0.15, -0.33], [-0.35, -0.72, 0.03], [0.67, 0.51, -0.32], [-0.16, -0.57, -0.12], [-0.34, -0.33, -1.40], [0.33, 0.17, 0.07], [0.10, -0.61, -0.31], [-0.57, -0.21, -0.48], [-0.02, -0.39, 0.25], [0.53, -0.33, -0.19], [0.07, -0.18, -0.95]]}